Entry 1:
{
  "formula": "C6H13O6PS",
  "method": "ωB97M-V/def2-TZVPD",
  "molar_mass_da": 244.21,
  "total_charge": -2,
  "e_above_lowest_kj_mol": 433.85,
  "lumo_ha": [0.21956, 0.21232],
  "orbital_gap_ev": [6.91, 6.27],
  "symbols": ["C", "C", "C", "C", "C", "C", "O", "O", "O", "O", "O", "O", "P", "S", "H", "H", "H", "H", "H", "H", "H", "H", "H", "H", "H", "H", "H"],
  "positions_angstrom": [[1.981, -2.545, 1.023], [-3.554, 1.579, 0.607], [0.618, -1.021, -1.649], [0.966, -1.446, 0.781], [-2.685, 0.875, -0.483], [1.324, -0.590, -0.466], [1.812, 1.918, 0.265], [3.145, 0.937, -1.685], [3.773, 0.351, 0.622], [-0.398, 1.968, 1.609], [-0.488, 2.640, -0.683], [-1.525, 0.310, -0.137], [2.658, 0.708, -0.301], [0.046, 1.644, 0.260], [1.617, -3.514, 0.580], [2.848, -2.182, 0.363], [2.202, -2.591, 2.063], [-4.170, 2.140, 0.104], [-3.829, 0.854, 1.402], [-2.844, 2.106, 1.245], [1.125, -0.710, -2.520], [-0.443, -0.413, -1.709], [0.546, -2.186, -1.656], [0.992, -0.706, 1.666], [0.024, -1.865, 0.775], [-2.375, 1.743, -1.128], [-3.364, -0.005, -0.946]],
  "mulliken_charge": [-1.194, -1.315, -1.099, -0.416, -0.456, 0.015, -0.443, -0.819, -0.796, -0.697, -0.741, -0.494, 1.013, 1.285, 0.290, 0.292, 0.364, 0.499, 0.307, 0.255, 0.398, 0.098, 0.275, 0.284, 0.590, 0.336, 0.169]
}

Entry 2:
{
  "formula": "C6H13OPS2",
  "method": "ωB97M-V/def2-TZVPD",
  "molar_mass_da": 196.28,
  "e_above_lowest_kj_mol": 68.57,
  "lumo_ha": 0.00026,
  "smiles": "C=CP(S)OCC.CC=S",
  "orbital_gap_ev": 8.59,
  "symbols": ["C", "C", "C", "C", "C", "C", "O", "P", "S", "S", "H", "H", "H", "H", "H", "H", "H", "H", "H", "H", "H", "H", "H"],
  "positions_angstrom": [[-2.334, -1.914, 0.317], [-1.066, -1.550, 0.419], [2.218, 1.436, -1.146], [-2.966, 1.637, 1.090], [2.323, 0.224, -0.233], [-2.300, 0.899, 2.184], [1.076, -0.272, 0.213], [-0.199, -0.490, -0.787], [0.541, -2.036, -2.081], [-3.055, 0.093, 3.362], [-2.799, -2.541, 1.062], [-2.960, -1.611, -0.508], [-0.451, -1.858, 1.260], [1.706, 1.161, -2.069], [1.656, 2.231, -0.659], [3.216, 1.796, -1.388], [-4.049, 1.554, 1.154], [-2.679, 2.689, 1.128], [-2.621, 1.248, 0.129], [2.869, 0.475, 0.682], [2.854, -0.586, -0.750], [0.174, -1.396, -3.187], [-1.212, 0.917, 2.169]],
  "mulliken_charge": [-0.732, -0.038, -1.073, -0.766, -0.268, -0.065, -0.209, -0.081, -0.293, -0.222, 0.304, 0.258, 0.379, 0.329, 0.296, 0.374, 0.320, 0.317, 0.182, 0.295, 0.290, 0.138, 0.263]
}